(1)
{"formula": "C9H14O", "method": "ωB97M-V with the def2-TZVPD basis set", "e_above_lowest_ev": 0.2881, "orbital_gap_ev": 9.35, "smiles": "Cc1ccc(O)cc1.CC", "lumo_ev": 0.88, "fmax_ev_per_a": 1.1, "species": ["C", "C", "H", "H", "H", "H", "H", "H", "C", "C", "C", "C", "C", "C", "C", "O", "H", "H", "H", "H", "H", "H", "H", "H"], "coordinates": [[0.170, -1.464, 2.238], [-0.652, -0.230, 2.606], [0.291, -1.574, 1.160], [1.196, -1.427, 2.619], [-0.249, -2.363, 2.687], [-1.575, -0.286, 2.032], [-0.134, 0.695, 2.362], [-0.884, -0.290, 3.670], [-0.097, -1.720, -2.377], [1.232, 0.137, -1.323], [0.017, -0.332, -1.812], [1.311, 1.232, -0.480], [0.165, 1.971, -0.276], [-1.111, 0.457, -1.591], [-1.035, 1.639, -0.867], [0.161, 3.092, 0.526], [2.113, -0.465, -1.530], [2.269, 1.533, -0.074], [0.164, -1.743, -3.440], [-1.106, -2.120, -2.292], [-2.038, -0.034, -1.869], [1.064, 3.380, 0.673], [-1.843, 2.348, -0.756], [0.571, -2.434, -1.887]]}

=====

(2)
{"formula": "C22H33HoN3P2S", "method": "ωB97M-V with the def2-TZVPD basis set", "charge": 1, "multiplicity": 5, "orbital_gap_ev": [4.53, 4.59], "lumo_ev": [-3.85, -3.79], "fmax_ev_per_a": 2.5, "species": ["C", "C", "C", "C", "C", "C", "C", "C", "C", "C", "C", "C", "C", "H", "H", "H", "H", "H", "H", "H", "N", "Ho", "C", "H", "H", "C", "H", "H", "P", "P", "C", "H", "H", "H", "C", "H", "H", "H", "C", "H", "H", "H", "C", "H", "H", "H", "H", "H", "C", "N", "C", "S", "N", "C", "H", "H", "H", "H", "H", "H", "H", "H"], "coordinates": [[-0.441, -4.706, 1.467], [-1.038, -3.640, 0.792], [-1.624, -2.601, 1.607], [-0.947, -2.305, 2.827], [-0.251, -3.334, 3.462], [-0.087, -4.557, 2.823], [-0.901, -0.876, 3.206], [-2.212, -0.238, 2.940], [-2.861, -0.621, 1.733], [-3.575, 0.425, 1.032], [-4.177, 1.420, 1.796], [-3.788, 1.588, 3.136], [-2.750, 0.828, 3.669], [-0.203, -5.625, 0.929], [0.146, -3.170, 4.462], [0.367, -5.397, 3.351], [-0.522, -0.694, 4.214], [-4.899, 2.091, 1.337], [-4.270, 2.347, 3.745], [-2.347, 1.046, 4.659], [-2.648, -1.834, 1.146], [0.911, 0.273, 0.516], [-0.856, -3.364, -0.680], [-1.791, -3.002, -1.133], [-0.477, -4.246, -1.215], [-3.376, 0.521, -0.447], [-3.494, -0.461, -0.929], [-4.045, 1.268, -0.892], [0.400, -1.995, -0.883], [-1.630, 1.073, -0.814], [-1.725, 2.887, -0.729], [-0.797, 3.312, -1.136], [-2.596, 3.224, -1.311], [-1.825, 3.207, 0.314], [-1.696, 0.750, -2.597], [-2.431, 1.444, -3.032], [-0.725, 0.902, -3.072], [-2.029, -0.277, -2.777], [1.972, -2.844, -0.444], [2.072, -3.724, -1.095], [2.828, -2.169, -0.607], [1.973, -3.169, 0.606], [0.523, -1.946, -2.701], [1.216, -1.155, -3.012], [0.879, -2.922, -3.056], [-0.463, -1.731, -3.126], [0.008, -0.265, 2.351], [-0.970, 0.907, 0.762], [3.730, 4.724, -1.383], [3.146, 3.477, -0.856], [3.131, 2.337, -1.579], [1.680, 1.351, -1.706], [4.194, 1.965, -2.303], [5.572, 2.357, -1.988], [4.135, 4.580, -2.390], [4.515, 5.070, -0.705], [2.951, 5.488, -1.433], [2.301, 3.608, -0.288], [4.055, 1.082, -2.799], [6.172, 1.448, -1.911], [5.977, 2.960, -2.805], [5.613, 2.908, -1.048]]}

=====

(3)
{"formula": "C4H8N4O", "method": "ωB97M-V with the def2-TZVPD basis set", "e_above_lowest_ev": 7.0726, "orbital_gap_ev": 9.67, "lumo_ev": 0.33, "fmax_ev_per_a": 6.0, "species": ["C", "C", "C", "C", "H", "H", "H", "H", "H", "H", "H", "H", "N", "N", "N", "N", "O"], "coordinates": [[-1.650, 0.454, -0.261], [-0.157, 0.261, 0.045], [1.858, 0.535, 0.706], [1.916, -0.591, -0.490], [-1.155, -1.176, 1.403], [-3.436, -0.635, -0.689], [-1.181, 2.225, -0.828], [2.495, 1.566, 0.660], [2.166, -0.019, 1.799], [2.383, -1.501, -0.139], [2.470, -0.199, -1.410], [0.244, -1.187, -1.548], [-2.413, -0.790, -0.290], [-2.107, 1.640, -0.610], [0.458, 0.995, 0.918], [0.487, -0.845, -0.588], [-2.377, -0.734, 1.321]]}

=====

(4)
{"formula": "C49H62BClF7NO20S", "method": "ωB97M-V with the def2-TZVPD basis set", "orbital_gap_ev": 6.92, "smiles": "C=CCc1cc(CCCCCCCCC)c2c(c1CCCCCC)Nc1c(cc(CB(O)O)c(F)c1Cl)S2.O=C1OC[C@@H](F)O1.O=C1OC[C@@H](F)O1.O=C1OC[C@@H](F)O1.O=C1OC[C@@H](F)O1.O=C1OC[C@@H](F)O1.O=C1OC[C@@H](F)O1", "lumo_ev": -0.58, "fmax_ev_per_a": 5.1, "species": ["C", "C", "C", "C", "C", "C", "C", "C", "C", "C", "C", "C", "C", "C", "C", "C", "C", "C", "C", "C", "C", "C", "C", "C", "N", "C", "C", "C", "C", "C", "B", "O", "O", "C", "F", "C", "Cl", "S", "H", "H", "H", "H", "H", "H", "H", "H", "H", "H", "H", "H", "H", "H", "H", "H", "H", "H", "H", "H", "H", "H", "H", "H", "H", "H", "H", "H", "H", "H", "H", "H", "H", "H", "H", "H", "H", "H", "H", "H", "H", "H", "H", "H", "C", "C", "O", "C", "O", "O", "F", "H", "H", "H", "C", "C", "O", "C", "O", "O", "F", "H", "H", "H", "C", "C", "O", "C", "O", "O", "F", "H", "H", "H", "C", "C", "O", "C", "O", "O", "F", "H", "H", "H", "C", "C", "O", "C", "O", "O", "F", "H", "H", "H", "C", "C", "O", "C", "O", "O", "F", "H", "H", "H"], "coordinates": [[4.229, 2.855, 0.199], [2.900, 3.542, 0.040], [2.004, 3.148, -1.312], [0.970, 1.899, -1.069], [0.152, 1.913, 0.390], [-0.944, 0.737, 0.737], [-1.765, 0.703, 2.169], [-2.005, 2.176, 2.849], [-3.652, 2.355, 3.047], [-4.389, 2.512, 1.586], [-6.022, 2.766, 1.705], [-6.676, 2.317, 0.245], [-6.884, 0.664, 0.229], [-8.135, 0.375, -0.833], [-7.618, -0.608, -2.070], [-1.194, -0.414, -0.403], [-0.421, -0.537, -1.852], [0.692, 0.671, -2.170], [1.510, 0.674, -3.626], [0.474, 0.894, -4.920], [-0.078, 2.462, -5.007], [-1.735, 2.470, -4.945], [-2.301, 2.686, -3.409], [-2.511, 4.289, -3.011], [-0.678, -1.608, -2.888], [-0.950, -2.967, -2.286], [-1.808, -3.270, -0.911], [-2.103, -4.748, -0.263], [-1.539, -6.085, -1.037], [-1.822, -7.590, -0.389], [-3.301, -7.695, 0.372], [-4.558, -8.127, -0.271], [-3.309, -7.261, 1.814], [-0.708, -5.839, -2.440], [-0.235, -7.074, -3.166], [-0.385, -4.327, -3.079], [0.560, -4.308, -4.672], [-2.508, -1.748, -0.022], [4.384, 1.948, 0.929], [5.131, 3.227, -0.459], [2.581, 4.337, 0.837], [2.784, 2.993, -2.169], [1.330, 4.099, -1.548], [0.310, 2.757, 1.186], [-2.809, 0.174, 2.115], [-1.120, 0.062, 2.943], [-1.570, 2.140, 3.953], [-1.584, 3.081, 2.237], [-4.054, 1.338, 3.517], [-3.890, 3.227, 3.800], [-3.831, 3.377, 0.994], [-4.273, 1.455, 1.045], [-6.315, 3.881, 1.909], [-6.502, 2.094, 2.539], [-7.672, 2.904, 0.057], [-5.883, 2.541, -0.597], [-7.166, 0.311, 1.320], [-5.920, 0.121, -0.202], [-9.025, -0.078, -0.221], [-8.471, 1.383, -1.359], [-7.698, -1.724, -1.685], [-8.300, -0.411, -3.015], [-6.492, -0.394, -2.382], [2.299, 1.533, -3.711], [2.120, -0.342, -3.766], [1.119, 0.692, -5.904], [-0.425, 0.142, -4.877], [0.406, 3.166, -4.191], [0.196, 2.895, -6.085], [-2.184, 3.330, -5.607], [-2.163, 1.456, -5.348], [-3.352, 2.163, -3.248], [-1.580, 2.239, -2.601], [-2.916, 4.915, -3.913], [-3.306, 4.362, -2.128], [-1.444, 4.683, -2.686], [0.134, -1.746, -3.528], [-2.720, -4.764, 0.757], [-1.015, -7.709, 0.482], [-1.618, -8.467, -1.138], [-5.233, -7.394, -0.051], [-4.041, -6.554, 1.830], [-3.379, -10.977, -1.804], [-2.151, -11.374, -1.058], [-2.454, -12.669, -0.591], [-3.319, -13.184, -1.510], [-3.592, -14.369, -1.603], [-3.838, -12.211, -2.319], [-1.956, -10.571, 0.012], [-4.148, -10.546, -1.155], [-3.165, -10.271, -2.611], [-1.244, -11.407, -1.671], [9.358, 5.376, 0.220], [8.695, 5.270, -1.111], [7.372, 4.900, -0.791], [7.142, 5.436, 0.440], [6.034, 5.567, 0.933], [8.304, 5.815, 1.054], [9.247, 4.281, -1.848], [9.732, 4.413, 0.585], [10.182, 6.094, 0.218], [8.687, 6.203, -1.684], [11.229, 1.155, 2.792], [12.357, 0.944, 1.841], [12.282, 2.064, 0.988], [11.744, 3.056, 1.751], [11.775, 4.239, 1.457], [11.172, 2.564, 2.892], [12.160, -0.170, 1.099], [10.274, 0.779, 2.408], [11.418, 0.700, 3.768], [13.343, 0.907, 2.315], [0.859, 6.972, 0.840], [0.316, 6.847, -0.542], [-0.748, 5.934, -0.397], [-1.194, 6.110, 0.878], [-2.268, 5.704, 1.290], [-0.295, 6.806, 1.639], [1.234, 6.302, -1.373], [1.585, 6.189, 1.083], [1.322, 7.947, 1.018], [-0.059, 7.785, -0.964], [5.412, -0.424, 2.760], [6.422, -1.512, 2.885], [7.631, -0.882, 2.527], [7.468, 0.424, 2.879], [8.383, 1.225, 2.980], [6.154, 0.726, 3.112], [6.178, -2.501, 1.997], [5.033, -0.312, 1.739], [4.563, -0.564, 3.436], [6.510, -1.930, 3.894], [-6.471, -2.489, 5.055], [-5.343, -2.700, 4.103], [-5.418, -1.581, 3.250], [-5.956, -0.588, 4.014], [-5.925, 0.595, 3.720], [-6.528, -1.081, 5.155], [-5.540, -3.814, 3.362], [-7.426, -2.865, 4.670], [-6.282, -2.944, 6.031], [-4.357, -2.737, 4.577]]}